# C30H85FeN5O14P

A structure of composition C30H85FeN5O14P (ωB97M-V with the def2-TZVPD basis set, the Open Molecules 2025 dataset).

Results
Gap between HOMO and LUMO (alpha / beta), eV: 9.0 / 4.0
Strongest force on any atom, Eh/bohr: 0.1085
HOMO (alpha / beta), eV: -11.2849 / -11.2703
Charge: +1
Multiplicity: 7
LUMO energy (alpha / beta), eV: -2.294 / -7.241
⟨S²⟩: 12.015
DFT total energy, eV: -112267.7432

Last column: Löwdin spin population.
Cartesian coordinates (Å):
Fe: -1.675245 0.095351 -0.021182  4.27
P: 0.035949 1.145535 1.212822  0.01
O: -1.320234 0.714246 1.809393  0.28
O: -0.664943 1.712069 -0.048304  0.58
O: 0.104386 -0.162301 0.399472  0.51
O: 1.194540 1.867942 1.947414  0.00
C: 1.960531 5.288680 1.036183  0.00
C: 3.044234 4.653461 0.137107  0.00
O: 3.444641 3.483811 0.758083  0.00
H: 2.258382 5.167856 2.077716  0.00
H: 1.103214 4.615758 1.019428  0.00
H: 1.564839 6.283032 0.829323  0.00
H: 3.883700 5.317814 -0.067919  0.00
H: 2.627287 4.335819 -0.818592  0.00
H: 2.686508 3.015522 1.115200  0.00
C: 5.536475 0.287610 3.603294  0.00
C: 4.365549 0.853710 2.841913  0.00
O: 3.201800 0.390030 3.446142  0.00
H: 6.389138 0.689282 3.055829  0.00
H: 5.473364 -0.798116 3.676259  0.00
H: 5.490988 0.763349 4.582932  0.00
H: 4.488402 0.560284 1.799368  0.00
H: 4.275984 1.939528 2.874697  0.00
H: 2.495723 0.844121 2.980460  0.00
C: 1.385286 4.827069 -3.408149  0.00
C: 0.515309 3.971451 -2.441840  0.00
O: 1.096611 2.781919 -2.081464  0.00
H: 2.445876 4.662871 -3.217638  0.00
H: 1.182639 5.895803 -3.338681  0.00
H: 1.486919 4.524398 -4.450336  0.00
H: -0.526969 3.785319 -2.700905  0.00
H: 0.438489 4.625469 -1.573249  0.00
H: 0.685227 2.465160 -1.273983  0.00
C: 2.329672 3.852068 4.668883  0.00
C: 0.878228 3.419028 4.782306  0.00
O: 0.283457 3.736838 3.487348  0.00
H: 2.353120 4.941576 4.691817  0.00
H: 2.784545 3.414823 3.780059  0.00
H: 2.880319 3.463214 5.525432  0.00
H: 0.330241 3.868995 5.610156  0.00
H: 0.786216 2.366178 5.048999  0.00
H: 0.576838 2.985281 2.967071  0.00
C: -1.306789 -2.168479 5.532431  0.00
C: -1.264934 -0.803019 4.975737  0.00
O: -2.047544 -0.570552 3.835119  0.01
H: -0.887395 -2.952585 4.902056  0.00
H: -2.255353 -2.651943 5.766081  0.00
H: -0.683797 -2.253826 6.422767  0.00
H: -0.268696 -0.382518 4.838614  0.00
H: -1.619887 -0.168147 5.787543  0.00
H: -1.550358 -0.093720 3.166519  0.00
C: -1.088107 -2.604818 1.988663  0.00
C: -1.574598 -2.880646 0.515130  0.01
C: -2.266027 -4.256980 0.200849  0.00
O: -2.797412 -4.232398 -1.099952  0.00
C: -3.274654 -5.565898 -1.517685  0.00
N: -2.476707 -1.794514 0.220563  0.08
H: -1.903122 -2.861728 2.665316  0.00
H: -0.926502 -1.538547 2.146888  0.00
H: -0.150154 -3.060044 2.306666  0.00
H: -0.671951 -2.669912 -0.058390  0.00
H: -2.976138 -4.560367 0.970124  0.00
H: -1.442164 -4.970549 0.187509  0.00
H: -4.137161 -5.915168 -0.950069  0.00
H: -2.451349 -6.279845 -1.540976  0.00
H: -3.658119 -5.537328 -2.537606  0.00
H: -3.202076 -1.901311 0.915210  0.00
H: -2.952066 -2.098382 -0.617172  0.00
C: 3.705922 0.771232 -2.975434  0.00
C: 2.457595 0.322209 -3.797445  0.00
C: 2.707210 -0.885693 -4.766143  0.00
O: 3.573537 -0.461806 -5.871780  0.00
C: 3.727515 -1.460523 -6.852119  0.00
N: 1.318161 0.091250 -2.902099  0.00
H: 4.138772 0.017400 -2.317807  0.00
H: 3.809845 1.710589 -2.432392  0.00
H: 4.542305 0.792421 -3.674089  0.00
H: 2.146287 1.115179 -4.477422  0.00
H: 1.713528 -1.266454 -5.002198  0.00
H: 3.288594 -1.597285 -4.179862  0.00
H: 2.811125 -1.718590 -7.382916  0.00
H: 4.052153 -2.404156 -6.413638  0.00
H: 4.544460 -1.236616 -7.538088  0.00
H: 1.282234 1.002244 -2.467481  0.00
H: 1.588144 -0.528259 -2.151478  0.00
C: -1.441947 -0.328109 -4.439929  0.00
C: -2.350047 -0.271443 -3.152199  0.01
C: -3.397389 -1.458048 -3.103204  0.00
O: -4.297560 -1.301419 -2.016525  0.00
C: -5.485384 -2.041675 -1.945374  0.00
N: -1.433440 -0.433406 -2.007266  0.09
H: -0.760493 -1.158697 -4.623886  0.00
H: -0.864964 0.591449 -4.537944  0.00
H: -2.133875 -0.414593 -5.277693  0.00
H: -2.916302 0.659895 -3.145190  0.00
H: -2.999098 -2.458454 -2.934000  0.00
H: -3.954665 -1.528479 -4.037328  0.00
H: -5.178694 -3.087632 -1.947989  0.00
H: -6.084546 -1.768400 -2.813944  0.00
H: -6.064659 -1.943119 -1.027315  0.00
H: -0.664814 0.025745 -2.474692  0.00
H: -1.086665 -1.369022 -2.163724  0.00
C: -3.557238 2.754177 0.934013  0.00
C: -4.042828 1.353761 0.756579  0.01
C: -5.620565 1.324010 0.854992  0.01
O: -6.095875 -0.060931 0.790211  0.00
C: -7.401944 -0.133752 0.309005  0.00
N: -3.529161 0.832359 -0.552029  0.08
H: -2.471212 2.846702 0.924756  0.00
H: -3.785677 3.207763 1.898470  0.00
H: -3.862503 3.443848 0.147072  0.00
H: -3.821462 0.673101 1.578651  0.00
H: -6.065711 1.947674 0.079755  0.00
H: -5.999621 1.817403 1.749966  0.00
H: -7.346630 0.311879 -0.684204  0.00
H: -8.100188 0.548978 0.793199  0.00
H: -7.762317 -1.159281 0.228204  0.00
H: -4.272242 0.372165 -1.058149  0.00
H: -3.597486 1.601200 -1.203417  0.00
C: 3.828509 -3.055366 -0.968171  0.00
C: 2.634848 -2.527587 -0.202976  0.00
C: 3.049313 -2.397901 1.280409  0.00
O: 3.023645 -3.607061 1.998559  0.00
C: 3.339142 -3.494922 3.333979  0.00
N: 2.082775 -1.344216 -0.796230  0.01
H: 3.585665 -3.256879 -2.011486  0.00
H: 4.100698 -4.062776 -0.653290  0.00
H: 4.714226 -2.425400 -1.050297  0.00
H: 1.939024 -3.366526 -0.213713  0.00
H: 2.249724 -1.769185 1.672155  0.00
H: 4.053628 -1.976876 1.327161  0.00
H: 2.753440 -2.827382 3.966005  0.00
H: 4.383621 -3.256712 3.535055  0.00
H: 3.169213 -4.513274 3.683511  0.00
H: 2.759620 -0.595754 -0.754192  0.00
H: 1.328550 -1.059596 -0.187758  0.00

Force components x, y, z for each atom (eV/Å):
-4.8 -2.1 -1.9
2.7 2.5 3.9
-0.3 1.1 2.7
1.1 4.3 -2.6
4.2 -2.3 -0.3
-3.4 -3.1 -2.9
-0.1 -0.7 -0.1
-1.6 0.9 -0.2
1.5 -1.2 0.7
0.3 0.6 0.0
-0.4 -0.1 -0.3
0.4 0.1 -0.1
0.2 -0.2 0.3
-0.1 0.6 -0.4
-0.2 0.1 0.0
-0.3 1.5 -0.1
0.5 0.1 0.1
-1.2 -0.8 0.0
0.5 -0.6 0.3
0.2 0.1 -0.1
0.3 -0.4 0.2
-0.4 -0.1 -0.4
0.9 0.2 -0.2
-0.4 -0.1 0.2
0.5 -1.1 -0.4
-0.3 2.6 -0.1
1.2 -1.3 0.1
0.1 0.2 1.1
-0.2 -0.2 0.0
-1.2 -0.1 -0.3
-0.1 0.2 -0.9
0.0 0.0 0.4
-0.1 0.2 0.1
-0.3 -0.3 1.1
0.1 0.3 -0.8
-0.6 -0.2 1.7
0.3 -0.1 -0.3
0.0 0.3 -0.1
0.2 0.1 0.1
0.0 0.7 -0.3
0.1 -0.5 -0.5
0.0 0.3 -0.3
0.8 -2.5 0.0
-0.3 1.6 1.0
-0.9 -0.6 0.3
0.4 0.2 -0.6
-0.5 0.9 0.2
-0.1 0.3 0.2
0.5 -0.6 -0.2
-0.4 0.3 0.1
-0.2 0.3 0.4
-0.6 -0.7 -0.5
1.6 -0.3 1.6
2.1 0.5 0.1
-1.1 -0.9 -0.6
0.1 0.9 -0.3
-1.1 -0.4 0.1
0.2 -0.1 0.2
-0.1 -0.4 -0.4
-0.2 -0.5 -0.3
0.0 -0.8 -0.7
-0.3 0.2 0.1
0.0 -0.4 0.4
0.3 0.1 0.6
0.0 0.0 0.4
0.3 0.6 -0.1
-0.5 0.6 0.5
-0.5 0.5 -0.7
1.5 -0.8 -1.4
0.5 0.2 -0.2
1.6 1.4 1.0
-1.5 -0.1 0.8
0.4 -1.0 0.3
-0.5 0.5 -0.8
-0.7 -0.5 0.4
-1.1 0.2 -0.2
0.1 0.4 -0.5
0.2 0.4 0.1
0.1 -0.2 -0.7
-0.2 -0.7 -0.1
-0.2 0.4 -0.2
0.0 -0.2 0.4
-0.3 0.6 0.0
-0.5 0.2 0.1
0.1 -0.6 -0.4
-1.8 0.3 -0.5
-0.7 -2.7 -1.0
-0.5 0.0 -0.3
0.4 2.1 1.3
0.2 -1.3 -1.1
0.1 0.4 -1.0
0.0 -0.2 1.0
-0.1 -0.1 0.0
-0.1 0.4 -0.2
0.3 0.1 0.2
1.0 0.0 -0.3
-0.1 0.3 -0.2
-0.4 -0.4 -0.4
-0.4 -0.4 0.0
0.5 0.8 0.0
1.8 0.8 0.7
0.2 -0.7 0.5
1.1 1.1 0.7
-2.8 0.0 0.3
0.3 -0.9 -0.5
1.5 1.2 0.8
-0.3 1.1 -1.3
-1.3 1.4 0.5
0.1 -0.3 -0.1
-0.5 -0.2 0.0
-0.5 -0.2 -0.1
0.9 0.0 -0.1
0.0 -0.2 -0.7
0.4 -0.3 0.5
-0.4 -0.3 -0.7
-0.1 -0.4 0.8
0.1 0.1 0.4
-0.1 -2.1 0.5
1.1 1.2 0.1
0.1 -0.8 -1.5
1.9 -2.1 0.5
-0.9 0.4 -0.3
-0.5 0.2 -1.8
0.5 -1.2 1.4
0.2 -0.9 1.2
-0.4 0.3 -0.3
0.3 0.2 0.6
0.0 0.2 0.6
-0.6 0.2 -0.1
0.3 0.7 0.7
0.0 0.6 0.3
-0.5 0.4 -0.4
0.3 0.1 -0.3
0.1 0.1 0.5
0.4 0.2 0.1
0.4 0.0 -0.4